{
  "formula": "C22H27FO6S",
  "method": "wB97M-V/def2-TZVPD",
  "charge": 0,
  "homo_lumo_gap_ev": 6.90,
  "lumo_ha": -0.0746,
  "species": ["C", "C", "C", "C", "C", "O", "C", "C", "C", "C", "C", "O", "C", "C", "O", "C", "C", "C", "C", "C", "O", "C", "F", "C", "C", "O", "H", "H", "H", "H", "H", "H", "H", "H", "H", "H", "H", "H", "H", "H", "H", "H", "H", "H", "H", "H", "H", "C", "S", "O", "C", "H", "H", "H", "H", "H", "H"],
  "xyz": [[4.15810, 1.93912, 4.00571], [3.21190, 1.78533, 2.94898], [1.72216, 1.56214, 2.22629], [1.34233, 0.06103, 1.68733], [-0.12993, -0.27127, 0.99100], [-0.31699, -1.68128, 0.54456], [0.51703, -1.87742, -0.68583], [1.92250, -2.67622, -0.40085], [3.27613, -1.73748, -0.63567], [-1.27633, 0.91493, 0.82688], [-2.71215, 0.46876, 0.17360], [-3.02613, 1.08084, -1.12632], [-4.46364, 1.34376, -1.29290], [-5.42779, 0.01924, -1.22619], [-6.86468, 0.32505, -1.15250], [-7.27863, 0.76800, 0.18712], [-7.33347, -0.40892, 1.32657], [-0.85834, 2.41737, 1.33585], [0.62229, 2.76277, 2.02746], [0.91714, 4.33973, 2.49109], [2.16507, 4.82101, 2.70872], [-0.30714, 5.44252, 2.66780], [-0.04331, 6.72054, 3.40466], [-1.62011, 5.08060, 2.06778], [-1.90167, 3.67669, 1.20398], [-2.98649, 3.71174, 0.40686], [4.96745, 1.89813, 4.88187], [2.12344, -0.80429, 1.79515], [0.78020, -0.85301, -1.21908], [-0.07433, -2.52497, -1.49092], [1.92051, -3.21459, 0.65752], [1.99742, -3.56544, -1.19342], [3.06720, -0.81440, -1.33232], [4.14961, -2.36958, -1.14651], [3.71021, -1.31573, 0.38843], [-2.69714, -0.70662, -0.00684], [-3.61280, 0.65723, 0.93292], [-4.83298, 2.08883, -0.46987], [-4.69154, 1.87311, -2.33842], [-5.15711, -0.75249, -0.38708], [-5.26746, -0.55828, -2.25866], [-6.66486, 1.65989, 0.63065], [-8.39689, 1.16996, 0.07202], [-7.73541, -1.43694, 0.93806], [-6.29414, -0.45784, 1.86806], [-8.11011, -0.04078, 2.15512], [-2.52028, 5.81653, 2.20128], [6.76015, -4.97291, -3.09949], [7.27858, -3.53615, -2.12920], [6.09351, -3.07976, -1.33162], [7.45255, -2.41152, -3.53548], [6.55653, -5.79892, -2.41400], [5.85348, -4.73740, -3.66186], [7.56201, -5.26080, -3.78311], [6.50358, -2.33207, -4.07130], [8.23253, -2.78106, -4.20565], [7.73824, -1.42668, -3.15818]],
  "forces_ev_per_a": [[-6.6, -1.6, -6.8], [3.9, 0.6, 7.4], [-1.5, -0.5, -1.0], [-2.6, 2.8, -0.3], [1.5, 2.5, 1.4], [1.2, 4.1, -0.5], [1.0, -0.7, -1.6], [0.5, -0.4, -0.5], [0.5, -0.3, 0.2], [3.2, 0.2, 0.9], [-0.6, -0.9, 0.5], [-1.1, -0.3, 1.1], [-1.6, 0.6, 0.3], [0.7, -1.1, -1.2], [1.6, 0.6, 1.7], [-1.7, 0.1, 0.9], [-0.3, 0.9, 0.6], [1.6, -1.7, 0.5], [-1.1, -2.1, -0.8], [5.5, 2.7, 1.1], [-7.8, -3.5, -1.4], [-2.8, -1.7, -1.4], [-0.9, -4.5, -2.6], [3.1, 0.8, 1.7], [-3.4, 0.9, -2.7], [6.7, -0.6, 5.1], [-2.1, 0.2, -2.8], [-1.8, 1.9, -0.2], [-0.7, -2.0, 1.3], [0.8, 1.4, 2.1], [-0.1, 1.4, -2.2], [-0.3, 2.0, 1.7], [0.2, -1.8, 1.4], [-2.1, 1.4, 1.3], [-0.9, -0.9, -2.2], [0.4, 2.5, 0.6], [2.1, -0.1, -1.4], [0.9, -1.3, -1.4], [1.0, -1.3, 2.3], [-0.3, 1.6, -1.3], [-0.5, 1.2, 2.3], [-0.9, -1.6, -1.1], [2.5, -0.9, -0.1], [1.1, 2.0, 0.6], [-2.0, -0.4, -1.1], [1.7, -0.7, -1.8], [1.8, -1.7, -0.6], [-0.1, 0.0, 0.0], [-0.3, 0.1, 0.1], [0.6, -0.3, -0.5], [-0.1, 0.1, -0.1], [0.1, 0.2, 0.0], [0.1, 0.1, 0.1], [0.0, 0.1, 0.1], [0.0, -0.1, 0.1], [0.0, 0.0, 0.1], [0.0, -0.2, 0.1]],
  "lowdin_charge": [0.08, -0.05, -0.09, 0.08, -0.07, -0.17, -0.20, -0.22, -0.14, 0.05, -0.16, -0.20, -0.17, -0.18, -0.21, -0.26, -0.12, 0.03, 0.02, -0.13, -0.03, -0.04, -0.04, 0.08, -0.17, -0.03, 0.07, 0.10, 0.13, 0.14, 0.12, 0.11, 0.08, 0.05, 0.07, 0.14, 0.15, 0.11, 0.16, 0.12, 0.15, 0.12, 0.14, 0.09, 0.07, 0.09, 0.13, -0.27, 0.83, -0.57, -0.27, 0.05, 0.06, 0.05, 0.06, 0.05, 0.05]
}